No. 1
The following is a quantum chemistry calculation of the molecule C6H9N, from the Open Molecules 2025 dataset.

Atoms and positions in Å:
C -0.29152 1.11854 3.21683
C 0.06329 1.06896 1.96094
C 0.48932 1.03563 0.72573
C -0.32114 0.63573 -0.48693
C 0.34375 -0.39588 -1.38146
C 0.01443 -1.83938 -1.32963
N -0.52710 -0.99314 -2.39144
H -0.20497 0.24289 3.85460
H -0.66645 2.03490 3.66607
H 1.51248 1.38473 0.58793
H -0.52547 1.52411 -1.09955
H -1.29246 0.24382 -0.17097
H 1.36244 -0.15297 -1.69042
H -0.72308 -2.20435 -0.61753
H 0.79520 -2.55661 -1.58051
H -0.02872 -1.14700 -3.26366

Force components x, y, z for each atom (eV/Å):
C 0.03 -0.02 -0.12
C 0.03 -0.05 -0.02
C -0.04 0.04 0.20
C -0.13 -0.03 0.00
C 0.16 0.17 0.13
C 0.07 -0.20 0.22
N 0.02 0.05 -0.25
H 0.06 0.12 -0.06
H -0.08 -0.15 -0.13
H -0.02 -0.18 -0.18
H 0.06 -0.08 0.08
H 0.09 0.06 -0.03
H -0.17 -0.02 0.06
H 0.12 0.11 -0.07
H -0.13 0.15 0.05
H -0.06 0.04 0.13

Output
- energy above the lowest of the compared OMol25 structures with the same formula, charge and spin (eV) = 2.963
- HOMO-LUMO gap (eV) = 10.439
- SMILES string = C=C=CC[C@H]1CN1
- LUMO level (Eh) = 0.039
- HOMO (eV) = -9.4

No. 2
The following is a quantum chemistry calculation of a structure of composition C14H20BBaF3INO6 at a distorted geometry, from the Open Molecules 2025 dataset.

Atoms and positions in Å:
C 4.91779 -1.31601 2.60420
C 4.54363 0.08727 1.92977
C 3.17182 -0.13815 1.17784
C 2.79032 0.99985 0.14378
C 1.72139 0.35160 -0.86933
C 0.51627 1.31960 -1.19113
C -0.95971 0.75427 -0.95879
C -1.70874 1.88398 -0.15799
O -1.26583 1.98767 1.21587
C -1.96066 2.96182 1.89858
F -1.52526 2.90158 3.20672
F -1.63498 4.21574 1.45413
F -3.31679 2.74617 1.94820
C -1.59587 0.82873 -2.42724
O -1.82595 1.79616 -3.05542
O -1.86119 -0.46433 -3.00982
C -1.36523 -1.44591 -2.11690
I 0.49847 -2.11103 -3.09750
N -2.18651 -2.74399 -2.15748
C -1.58934 -3.64096 -1.60220
O -1.25452 -4.52438 -0.74898
C -1.24598 -0.75949 -0.68057
B -2.52586 -0.97379 0.33121
O -2.35960 -0.68623 1.69164
O -3.77855 -1.48194 -0.06140
C -4.42453 -0.70734 -1.10519
H 5.73385 -1.14512 3.35291
H 5.29697 -2.06070 1.84499
H 4.02133 -1.79263 3.08879
H 5.36705 0.29886 1.19768
H 4.46023 0.85496 2.74681
H 3.29360 -1.10054 0.58566
H 2.31259 -0.32836 1.88809
H 3.68804 1.32033 -0.45464
H 2.34019 1.85280 0.71329
H 1.45050 -0.67934 -0.52286
H 2.29700 0.21292 -1.83674
H 0.59118 1.70743 -2.24476
H 0.64121 2.23073 -0.53462
H -2.83819 1.85331 -0.25492
H -1.41317 2.86243 -0.64724
H -0.48156 -1.41968 -0.17866
H -3.12004 -0.17532 2.02994
H -5.53634 -0.85532 -0.96426
H -4.25097 0.39809 -1.04287
H -4.20979 -1.11747 -2.13850
Ba 0.58175 -4.75829 -0.99014

Force components x, y, z for each atom (eV/Å):
C 0.18 0.45 -0.16
C -0.60 -1.83 0.38
C 0.76 0.32 -0.57
C -0.65 -1.41 0.24
C 1.10 1.14 -0.71
C 0.79 -0.27 0.47
C -0.29 0.39 -1.71
C -0.46 1.00 -0.71
O -1.31 0.18 -0.56
C 1.22 0.34 2.41
F -0.65 -0.04 -2.00
F -1.19 -1.69 0.15
F 1.72 0.56 -0.74
C -0.22 0.59 0.65
O 0.01 -0.48 0.15
O 0.76 -1.23 1.88
C -0.83 2.98 -1.08
I 0.26 0.34 -0.10
N 2.49 -1.19 1.58
C -4.78 0.43 1.60
O -12.46 4.04 -1.59
C 0.18 -1.64 0.27
B -1.65 -0.20 1.42
O 0.30 0.21 -2.19
O 1.52 1.49 -0.34
C -1.73 -0.53 -0.92
H -0.81 -0.41 -0.55
H -0.33 0.88 0.63
H 0.86 0.60 -0.20
H -0.88 0.28 0.70
H 0.16 -0.55 -1.06
H -0.04 0.88 0.52
H 0.92 0.37 -0.57
H -0.90 -0.15 0.83
H 0.50 -0.57 -0.68
H -0.07 1.01 -0.10
H -0.71 -0.11 1.03
H -0.08 -0.43 1.05
H -0.28 -1.09 -0.67
H 1.18 -0.36 0.41
H -0.38 -1.21 0.18
H -0.08 1.25 -0.04
H 0.20 -0.71 0.16
H 1.26 0.21 -0.06
H 0.12 -1.01 -0.04
H 0.00 0.62 1.14
Ba 14.86 -3.48 -0.47

Output
- HOMO-LUMO gap (eV) = 5.572
- charge = +2
- LUMO level (Eh) = -0.357
- HOMO (eV) = -15.3

No. 3
The following is a quantum chemistry calculation of a structure of composition C28H48BF2N9O6SbTi at a distorted geometry, from the Open Molecules 2025 dataset.

Atoms and positions in Å:
Ti 0.11441 0.62716 1.54149
O -2.99736 -0.98689 -3.63046
C -2.49666 -0.54834 -2.44401
C -2.77043 -1.19699 -1.23418
C -2.02514 -0.78832 -0.11377
N -1.11946 0.20050 -0.17645
C -0.85130 0.84195 -1.29783
C -1.58874 0.57069 -2.45543
C 0.04702 1.99676 -1.03245
O 0.35938 2.84248 -1.83852
O 0.55595 1.97074 0.19573
C -2.22022 -1.21940 1.31816
O -2.98125 -2.13888 1.62580
O -1.43860 -0.52793 2.13683
H -2.61544 -1.89557 -3.76036
H -3.39555 -2.02484 -1.18595
H -1.41149 1.03389 -3.40533
C -1.74824 0.17879 4.94847
N -0.86250 -0.97144 5.22181
C -1.60424 -2.25218 5.40320
C -1.05385 -3.09179 4.18778
N 0.12826 -2.29193 3.82600
C 1.09793 -2.85582 2.89265
C 0.10399 -1.07338 4.29144
N 0.74870 -0.08182 3.71093
C 1.25672 1.00856 4.56717
C 1.65787 2.09931 3.63892
N 0.52915 2.51926 2.78482
C 0.34452 3.70040 2.29142
N 1.19481 4.73812 2.26245
C 2.57531 4.48004 1.85664
C 0.57470 5.89473 1.55623
C -0.75412 5.36540 1.03986
N -0.82972 4.08380 1.81412
C -2.01783 3.25245 2.05141
H -2.56769 -0.17481 4.29865
H -1.17956 0.86587 4.34284
H -2.16937 0.54184 5.85852
H -2.66499 -1.99951 5.31125
H -1.40841 -2.78970 6.34414
H -1.83723 -3.19501 3.41654
H -0.70702 -4.05926 4.53778
H 0.73668 -2.93415 1.86721
H 2.00015 -2.27803 2.73343
H 1.35214 -3.93143 3.18087
H 2.14788 0.67622 5.04294
H 0.60632 1.41747 5.33298
H 2.38388 1.64811 3.03367
H 2.13070 2.96939 4.17593
H 2.99183 5.48272 1.72804
H 2.54361 3.96418 0.87795
H 3.21374 3.92797 2.56547
H 1.29770 6.11377 0.81880
H 0.52775 6.68003 2.29701
H -0.71243 5.15646 -0.05381
H -1.58241 5.98711 1.30444
H -1.92846 2.90516 3.10777
H -2.12714 2.45577 1.25282
H -2.94304 3.85279 1.98102
C 3.17879 4.37953 -5.43529
Sb 2.29144 3.60330 -3.58684
C 0.39443 4.46490 -4.32546
C 2.05159 1.56635 -4.37644
H 2.58818 4.34269 -6.35467
H 4.14005 3.90821 -5.80964
H 3.35575 5.48800 -5.18880
H -0.32505 3.64280 -4.48355
H 0.58469 5.00783 -5.22130
H 0.03779 5.08931 -3.46664
H 1.10258 1.45743 -4.98070
H 2.01331 0.96374 -3.44307
H 2.93785 1.31204 -4.95775
C -2.49829 -5.11754 -1.41544
N -1.24930 -5.05239 -2.07900
C -0.28133 -6.00736 -1.56783
C 0.89504 -6.07354 -2.49028
C 1.40739 -4.68327 -2.80586
N 0.34547 -3.79833 -3.30701
C 0.61315 -2.94042 -4.39991
C -0.93932 -4.02015 -2.93316
O -1.84250 -3.30354 -3.35225
H -2.37914 -4.85002 -0.35011
H -3.00858 -6.07923 -1.58140
H -3.15022 -4.35900 -1.86438
H -0.76195 -6.96699 -1.48831
H -0.01729 -5.61570 -0.54165
H 0.50372 -6.43102 -3.45815
H 1.69673 -6.79108 -2.19005
H 2.20698 -4.67701 -3.60270
H 1.93568 -4.16355 -1.99418
H 0.84558 -3.52902 -5.26623
H 1.39345 -2.27335 -4.11529
H -0.29355 -2.47778 -4.68042
F 1.94190 -1.98664 0.05552
B 1.60905 -0.70725 0.13360
F 2.06475 -0.06441 -1.02022

Force components x, y, z for each atom (eV/Å):
Ti 0.34 -0.91 0.56
O 0.23 0.23 0.41
C 1.19 0.77 -0.15
C 2.13 1.57 0.42
C -0.48 0.86 -0.65
N -0.35 -1.06 0.43
C -1.97 0.45 -0.98
C -0.28 -1.61 0.54
C 2.08 -0.08 1.36
O -0.72 0.19 -0.47
O -0.85 0.53 -1.47
C 0.32 -0.74 0.66
O 0.80 1.20 -0.20
O -0.90 -0.99 -0.67
H -0.31 0.21 0.24
H -1.18 -1.20 0.14
H 0.16 0.40 -0.16
C -0.34 -1.13 -0.53
N -1.53 0.83 1.66
C 0.88 -0.06 -1.13
C -0.29 0.58 1.14
N 0.48 -2.77 -1.52
C -0.01 -1.48 -0.22
C 0.03 0.88 -1.45
N 0.63 0.36 0.59
C -0.87 -0.16 -0.61
C -0.47 2.47 0.20
N -0.13 -1.60 0.48
C 0.22 -0.34 0.98
N 1.22 0.37 0.18
C 0.21 0.27 -0.59
C 0.41 -1.13 1.30
C 0.56 -1.69 0.02
N -2.17 0.36 -0.87
C -0.09 0.40 -0.53
H 0.17 0.19 0.25
H -0.17 0.61 0.35
H -0.06 0.67 0.61
H 0.19 -0.41 0.08
H 0.03 0.62 -0.16
H 0.75 0.16 -0.09
H -0.11 -0.25 -0.14
H -0.64 0.07 0.06
H 0.06 0.32 0.77
H -0.22 1.45 -0.02
H 0.85 -0.35 0.68
H -0.55 -0.24 0.21
H 1.54 -0.39 -1.17
H -0.50 -0.79 -0.35
H 0.41 -0.35 -0.04
H 0.40 0.12 0.35
H -0.63 0.23 -0.19
H 0.23 0.83 -1.19
H -0.39 0.53 -0.14
H -0.22 0.18 0.68
H -0.54 0.40 -0.02
H -0.20 -0.33 -1.06
H 0.23 0.44 1.19
H 0.54 0.02 0.00
C 1.54 0.93 -0.40
Sb -0.28 0.00 -1.68
C -0.11 -0.79 2.12
C -0.92 0.22 0.68
H -0.58 0.00 0.38
H -0.69 0.61 0.99
H 0.01 -1.48 -0.57
H 0.31 0.42 0.04
H 0.02 0.52 -0.53
H 0.05 -0.32 -1.02
H 1.10 0.10 0.66
H -0.09 0.00 -0.81
H -0.13 -0.04 -0.02
C -1.43 0.96 -0.02
N 1.22 -0.37 -0.71
C 0.44 1.45 1.13
C 0.52 -0.34 -1.09
C 1.58 1.18 -0.82
N -0.40 -2.07 1.58
C 0.05 -0.47 -0.28
C -0.11 -0.29 0.33
O -0.88 0.40 -0.38
H -0.20 -0.45 -0.19
H 0.36 0.13 0.37
H 0.10 -0.19 0.19
H -0.21 -0.42 0.20
H 0.11 -0.82 -0.68
H 0.14 -0.23 0.24
H -0.63 0.77 0.04
H -0.88 -0.45 0.55
H -0.36 -0.34 0.36
H 0.79 -0.36 -0.61
H 0.54 0.80 -0.23
H -0.74 1.09 0.02
F 0.27 -1.05 0.10
B -0.35 1.70 -0.55
F -0.29 -0.46 0.84

Output
- ⟨S²⟩ = 0.756
- energy above the lowest of the compared OMol25 structures with the same formula, charge and spin (eV) = 1.684
- HOMO-LUMO gap (alpha / beta) (eV) = 7.200 / 7.860
- LUMO level (alpha / beta) (Eh) = 0.007 / 0.006
- HOMO (alpha / beta) (eV) = -7.0 / -7.7
- spin multiplicity = 2

no.,M (g mol⁻¹)
1,95.14
2,630.35
3,825.18